[1]
Entry from the OMol25 dataset: a molecular structure, C6H9NO at a distorted geometry (wB97M-V/def2-TZVPD).

spin multiplicity: 1
gap between HOMO and LUMO: 9.874 eV
LUMO energy: 0.69 eV
strongest force on any atom: 0.099 hartree/bohr

Element x y z (Å)
C (-1.19227, 1.86243, -0.56253)
C (0.12160, 1.10618, -0.11724)
C (0.13776, -0.32924, 0.16009)
C (1.25283, -0.98803, -0.63779)
C (-1.30362, -0.89406, -0.01369)
C (-2.34325, -1.62924, 0.17579)
H (-1.44876, 1.79630, -1.75306)
H (-2.11602, 1.37363, 0.01292)
H (-1.29428, 2.77747, -0.00501)
H (1.03810, 1.68992, -0.38924)
H (1.21041, 0.72428, 1.62496)
H (1.19827, -2.13764, -0.57640)
H (0.90394, -0.51495, -1.94713)
H (2.88777, -1.07811, 0.01136)
H (-3.50965, -1.91326, 0.17852)
N (0.27527, 0.66085, 1.28466)
O (2.39562, -0.26398, -0.02216)



[2]
Entry from the OMol25 dataset: a molecular structure, C39H40MnN7O5PS3 (wB97M-V/def2-TZVPD).

spin multiplicity: 2
expectation value of S²: 1.25
gap between HOMO and LUMO (spin up / spin down): 6.862 / 6.918 eV
LUMO energy (spin up / spin down): -0.41 / -0.41 eV
strongest force on any atom: 0.018 hartree/bohr

Element x y z (Å)
Mn (-0.07895, 0.16406, -0.62268)
N (-0.37410, -1.57704, 3.48737)
C (0.02874, -1.44238, 2.21256)
N (-0.66173, -0.88608, 1.27204)
C (-1.93469, -0.39925, 1.57085)
N (-2.68623, 0.14272, 0.67676)
N (-2.00468, 0.22610, -0.54173)
C (-2.68826, 0.30652, -1.60882)
C (-1.90292, 0.34899, -2.85083)
C (-2.49065, 0.51793, -4.08959)
C (-1.67018, 0.61056, -5.20356)
C (-0.30157, 0.53845, -5.03167)
C (0.20558, 0.35202, -3.75428)
N (-0.57012, 0.23557, -2.68743)
C (-2.43590, -0.52068, 2.94823)
C (-3.68828, -0.03513, 3.33794)
C (-4.10151, -0.14946, 4.64626)
C (-3.26312, -0.74729, 5.59320)
C (-2.02367, -1.22490, 5.23152)
C (-1.61547, -1.11124, 3.90116)
H (0.21425, -2.08399, 4.12785)
H (0.98733, -1.88199, 1.94907)
H (-3.77222, 0.34771, -1.60557)
H (-3.56538, 0.59845, -4.17070)
H (-2.09526, 0.75425, -6.18746)
H (0.37615, 0.64176, -5.86636)
H (1.27186, 0.30042, -3.57560)
H (-4.31350, 0.42682, 2.58708)
H (-5.07283, 0.22128, 4.94264)
H (-3.58762, -0.83493, 6.62157)
H (-1.36689, -1.67939, 5.96247)
C (4.00150, -1.07032, -1.40178)
C (2.60559, -0.94237, -1.38243)
N (1.96789, -0.09230, -0.60170)
C (2.70334, 0.68915, 0.23640)
C (4.09906, 0.66397, 0.24370)
C (4.74858, -0.25898, -0.59885)
C (4.83003, 1.59322, 1.06291)
C (4.18771, 2.51754, 1.80211)
C (2.75134, 2.55501, 1.83673)
C (2.03774, 3.51601, 2.57437)
C (0.66956, 3.48298, 2.57535)
C (0.02473, 2.45733, 1.86895)
N (0.66825, 1.54430, 1.17841)
C (2.01218, 1.61201, 1.11454)
H (4.45373, -1.80431, -2.05305)
H (1.97282, -1.55637, -2.01092)
H (5.83037, -0.31277, -0.59687)
H (5.91164, 1.54687, 1.04930)
H (4.73811, 3.24185, 2.38943)
H (2.57917, 4.27565, 3.12514)
H (0.08394, 4.22236, 3.10268)
H (-1.05851, 2.38683, 1.86395)
C (1.12227, 7.90042, 1.89773)
C (0.72857, 6.79296, 0.95788)
C (-0.58477, 6.35045, 0.87779)
C (-0.94991, 5.34079, -0.00599)
C (0.00693, 4.76408, -0.82190)
C (1.32629, 5.19825, -0.76009)
C (1.67888, 6.19952, 0.12587)
S (-0.41756, 3.41959, -1.90335)
O (-1.86537, 3.34656, -1.92739)
O (0.23552, 3.67376, -3.16794)
O (0.18866, 2.27215, -1.19500)
H (0.33071, 8.10724, 2.61718)
H (1.32358, 8.82286, 1.34975)
H (2.02830, 7.64914, 2.45115)
H (-1.33811, 6.80648, 1.51025)
H (-1.97358, 4.99694, -0.07449)
H (2.06497, 4.74548, -1.40909)
H (2.70838, 6.53767, 0.17005)
C (-0.29315, -5.09695, -3.68937)
C (0.70338, -5.55006, -2.63804)
C (2.10070, -5.01790, -2.88833)
O (0.22956, -5.26913, -1.30439)
P (0.30932, -3.92122, -0.43484)
S (2.10216, -3.64032, 0.32181)
S (-0.45878, -2.41210, -1.48533)
O (-0.64278, -4.34338, 0.78264)
C (-1.94144, -4.97858, 0.78393)
C (-2.91518, -4.36807, -0.20407)
C (-1.79943, -6.48046, 0.61531)
H (-0.02022, -5.54039, -4.64895)
H (-0.30522, -4.01315, -3.78580)
H (-1.30013, -5.42617, -3.43127)
H (0.73618, -6.64282, -2.64655)
H (2.10122, -3.92682, -2.89267)
H (2.44626, -5.37130, -3.86157)
H (2.79426, -5.34874, -2.11755)
H (-2.29490, -4.77507, 1.79870)
H (-2.58870, -4.52781, -1.23139)
H (-3.01754, -3.29455, -0.05103)
H (-3.88957, -4.84256, -0.06995)
H (-1.54825, -6.73686, -0.41195)
H (-2.74219, -6.96323, 0.87949)
H (-1.01632, -6.86417, 1.26814)



[3]
Entry from the OMol25 dataset: a molecular structure, C10H12N5O8P2RuS (wB97M-V/def2-TZVPD).

spin multiplicity: 1
gap between HOMO and LUMO: 6.918 eV
LUMO energy: 2.73 eV
charge: -1
strongest force on any atom: 0.012 hartree/bohr

Element x y z (Å)
Ru (0.62928, 0.65033, -0.57124)
N (-1.70107, -0.37069, 2.14298)
C (-0.45584, -1.20262, 2.29276)
C (-0.67418, -2.12283, 3.49220)
P (0.89100, 0.02969, 2.65476)
O (1.99568, -0.84067, 3.43324)
O (1.52195, 0.36505, 1.32244)
O (0.25188, 1.01533, 3.55534)
P (-0.14140, -2.17974, 0.76333)
O (-1.55481, -2.99967, 0.64916)
O (0.96065, -3.11803, 1.06654)
O (-0.17171, -1.25977, -0.43587)
H (-1.85082, 0.15204, 3.01332)
H (-2.50418, -0.95878, 1.92362)
H (-1.58638, 0.37191, 1.40709)
H (-0.76908, -1.53427, 4.40835)
H (0.17422, -2.79305, 3.59571)
H (-1.58089, -2.72112, 3.36035)
H (2.54826, -1.27631, 2.76932)
H (-1.39044, -3.91251, 0.91079)
O (-0.25832, 0.95421, -2.39698)
N (0.42747, 0.51605, -3.45127)
C (-0.20915, 0.58641, -4.64480)
C (0.39319, 0.19598, -5.80296)
C (1.71026, -0.28882, -5.73910)
C (2.33624, -0.35166, -4.52729)
C (1.69902, 0.05493, -3.33187)
S (2.45692, -0.00330, -1.80309)
H (-1.21309, 0.97470, -4.56657)
H (-0.14951, 0.26488, -6.73402)
H (2.22133, -0.61355, -6.63587)
H (3.34707, -0.72258, -4.42970)
O (-1.08235, 1.54546, 0.38166)
N (-0.50455, 2.68072, 0.60652)
C (-0.89362, 3.35480, 1.64906)
C (-0.27298, 4.61141, 1.93080)
N (0.19435, 5.63436, 2.16871)
C (-1.96663, 2.87829, 2.47643)
N (-2.82776, 2.43341, 3.09616)



Electronic energy list, top to bottom, in Ha: -363.75819; -4956.75906; -2439.99251
ΔE to the lowest compared entry with this formula, charge and spin list, top to bottom, in kJ/mol: 698.5; 90.9; 0.0